The following is a DFT calculation (ωB97M-V with the def2-TZVPD basis set) of 2 unconnected molecules or ions with the total composition C2H5FOS at a distorted geometry.

Cartesian coordinates (Å):
C: -1.135 0.298 0.464
C: -0.097 0.793 1.398
O: 1.580 0.373 -0.536
F: 1.331 -2.242 -2.747
S: 1.497 0.775 0.895
H: -1.651 1.070 -0.122
H: -0.770 -0.342 -0.369
H: -1.883 -0.162 0.979
H: 1.290 -1.305 -2.325
H: -0.163 0.742 2.363

## Properties
- Frontier orbital gap: 9.161 eV
- Energy relative to the best compared isomer or geometry (same formula, charge and spin): 0.939 eV
- Highest occupied orbital energy: -0.3576 Ha
- Maximum force: 7.39 eV/A

In the Löwdin picture, each atom carries the following charge in e:
1. C -0.14
2. C -0.38
3. O -0.60
4. F -0.17
5. S 0.95
6. H 0.10
7. H 0.08
8. H 0.04
9. H 0.14
10. H -0.02

The following is a DFT calculation (ωB97M-V with the def2-TZVPD basis set) of 8 unconnected molecules or ions with the total composition C14H46N2O11 at a distorted geometry.

Cartesian coordinates (Å):
C: -1.614 4.166 6.461
C: -2.360 3.857 5.175
C: -1.801 2.519 4.483
O: -2.469 2.456 3.178
C: -2.008 1.387 2.278
N: -3.759 3.812 5.255
H: -0.541 4.098 6.281
H: -1.837 3.481 7.279
H: -1.761 5.230 6.646
H: -2.015 4.587 4.443
H: -2.121 1.594 4.963
H: -0.716 2.574 4.385
H: -0.986 1.030 2.401
H: -2.202 1.719 1.258
H: -2.700 0.571 2.485
H: -4.321 3.541 4.461
H: -4.038 3.189 6.000
C: 0.813 -3.914 -0.727
C: 1.192 -4.442 -2.105
C: 1.225 -3.327 -3.138
O: 1.522 -3.783 -4.474
C: 0.582 -4.734 -5.111
N: 2.512 -5.180 -1.955
H: 1.694 -3.360 -0.404
H: 0.623 -4.846 -0.195
H: -0.033 -3.234 -0.621
H: 0.423 -5.146 -2.424
H: 1.903 -2.515 -2.877
H: 0.301 -2.750 -3.181
H: 0.698 -5.694 -4.607
H: 0.700 -4.901 -6.181
H: -0.446 -4.449 -4.889
H: 3.262 -4.831 -1.374
H: 2.843 -5.309 -2.900
C: 1.019 2.852 1.120
C: 2.465 2.564 1.671
O: 3.343 2.315 0.611
O: 1.062 4.156 0.344
H: 0.287 2.931 1.924
H: 0.659 1.941 0.643
H: 2.484 1.641 2.251
H: 2.775 3.353 2.355
H: 4.205 2.611 0.913
H: 0.205 4.496 0.076
C: -2.455 -0.325 -1.831
C: -2.705 -0.392 -3.362
O: -3.403 -1.449 -3.858
O: -1.380 -1.275 -1.436
H: -3.411 -0.439 -1.320
H: -2.232 0.720 -1.614
H: -1.864 -0.173 -4.020
H: -3.388 0.444 -3.512
H: -4.323 -1.426 -3.584
H: -1.322 -1.980 -2.084
C: 1.627 0.777 -2.226
C: 1.248 0.297 -3.670
O: 1.171 1.327 -4.693
O: 0.824 1.828 -1.847
H: 2.590 1.286 -2.270
H: 1.650 -0.074 -1.545
H: 0.298 -0.229 -3.760
H: 2.070 -0.273 -4.104
H: 1.150 2.233 -4.377
H: 1.274 2.336 -1.168
O: 3.902 -0.741 0.172
H: 3.468 0.094 0.346
H: 3.193 -1.333 -0.077
O: 0.963 -0.821 0.754
H: 0.546 -1.129 1.559
H: 0.311 -0.976 0.071
O: -0.144 -1.445 3.406
H: 0.129 -1.070 4.243
H: -0.852 -2.048 3.633

## Properties
- Frontier orbital gap (alpha / beta): 7.052 / 1.502 eV
- Total charge: +1
- 2S+1: 2
- Highest occupied orbital energy (alpha / beta): -0.3791 / -0.3791 Ha
- Maximum force: 3.47 eV/A

In the Löwdin picture, each atom carries the following charge in e:
1. C -0.02
2. C -0.34
3. C -0.08
4. O -0.21
5. C -0.04
6. N 0.33
7. H 0.10
8. H 0.10
9. H 0.10
10. H 0.17
11. H 0.14
12. H 0.13
13. H 0.07
14. H 0.10
15. H 0.09
16. H 0.16
17. H 0.16
18. C -0.06
19. C -0.41
20. C -0.20
21. O -0.20
22. C -0.06
23. N 0.05
24. H 0.07
25. H 0.09
26. H 0.05
27. H 0.12
28. H 0.12
29. H 0.10
30. H 0.07
31. H 0.09
32. H 0.08
33. H 0.07
34. H 0.06
35. C -0.17
36. C -0.23
37. O -0.05
38. O -0.07
39. H 0.08
40. H 0.08
41. H 0.11
42. H 0.12
43. H 0.11
44. H 0.08
45. C -0.16
46. C -0.29
47. O -0.04
48. O -0.10
49. H 0.11
50. H 0.10
51. H 0.12
52. H 0.12
53. H 0.10
54. H 0.05
55. C -0.24
56. C -0.18
57. O -0.08
58. O -0.07
59. H 0.13
60. H 0.09
61. H 0.08
62. H 0.12
63. H 0.07
64. H 0.04
65. O -0.06
66. H -0.02
67. H -0.01
68. O -0.04
69. H 0.00
70. H 0.00
71. O -0.03
72. H 0.05
73. H 0.06

The following is a DFT calculation (ωB97M-V with the def2-TZVPD basis set) of a molecular structure, CH29O17Sn at a distorted geometry.

Cartesian coordinates (Å):
Sn: 8.619 4.609 -18.332
C: 9.574 5.312 -15.713
O: 9.855 4.170 -16.018
O: 10.033 5.673 -14.524
O: 8.789 6.042 -16.358
H: 10.506 4.963 -14.058
O: 8.170 2.697 -13.976
H: 8.934 2.931 -14.456
H: 7.933 3.596 -13.754
O: 6.484 4.595 -15.778
H: 5.804 4.299 -16.412
H: 5.891 5.118 -15.156
O: 12.926 5.584 -15.387
H: 13.128 5.455 -16.299
H: 13.075 4.780 -14.833
O: 8.414 7.146 -19.314
H: 9.071 7.556 -18.731
H: 8.878 6.840 -20.064
O: 6.755 7.760 -16.749
H: 5.921 7.570 -17.233
H: 7.341 7.012 -16.642
O: 7.821 7.248 -14.155
H: 7.264 7.334 -14.897
H: 8.554 6.888 -14.656
O: 11.200 3.371 -13.248
H: 11.721 2.566 -13.350
H: 10.709 3.527 -12.406
O: 7.933 2.381 -16.904
H: 8.230 1.486 -16.878
H: 7.542 2.526 -16.053
O: 10.247 8.955 -14.680
H: 10.020 8.243 -14.028
H: 9.537 9.605 -14.780
O: 10.221 2.588 -18.635
H: 10.170 1.651 -18.967
H: 10.864 2.507 -17.895
O: 11.919 2.594 -16.269
H: 11.790 1.780 -15.811
H: 11.162 3.169 -16.063
O: 11.667 6.906 -12.198
H: 12.341 6.307 -12.412
H: 11.253 6.490 -11.458
O: 11.888 7.737 -17.134
H: 12.781 7.703 -17.488
H: 11.845 6.953 -16.604
O: 7.803 5.118 -12.562
H: 8.670 5.220 -12.121
H: 7.697 5.829 -13.234

## Properties
- Frontier orbital gap: 7.111 eV
- Total charge: +1
- Energy relative to the best compared isomer or geometry (same formula, charge and spin): 0.000 eV
- Highest occupied orbital energy: -0.4615 Ha
- Maximum force: 4.37 eV/A

In the Löwdin picture, each atom carries the following charge in e:
1. Sn 1.78
2. C -0.82
3. O -0.06
4. O 0.12
5. O -0.15
6. H 0.08
7. O -0.03
8. H -0.03
9. H -0.01
10. O -0.07
11. H 0.07
12. H 0.11
13. O -0.04
14. H 0.02
15. H 0.07
16. O -0.10
17. H 0.07
18. H 0.01
19. O -0.05
20. H 0.08
21. H -0.05
22. O -0.01
23. H 0.00
24. H 0.00
25. O -0.04
26. H 0.07
27. H 0.09
28. O -0.11
29. H 0.06
30. H 0.01
31. O -0.07
32. H 0.03
33. H 0.04
34. O -0.19
35. H 0.11
36. H 0.02
37. O -0.04
38. H 0.04
39. H -0.02
40. O 0.01
41. H 0.00
42. H 0.03
43. O -0.03
44. H 0.04
45. H -0.03
46. O -0.06
47. H 0.05
48. H 0.00

The following is a DFT calculation (ωB97M-V with the def2-TZVPD basis set) of 2 unconnected molecules or ions with the total composition C29H28N3O2 at a distorted geometry.

Cartesian coordinates (Å):
H: -1.477 1.289 5.833
C: -1.726 2.304 6.238
H: -1.453 2.989 5.422
C: -3.182 2.380 6.519
C: -3.678 2.138 7.750
N: -2.869 2.172 8.865
C: -3.368 1.814 10.164
C: -3.137 2.670 11.255
C: -3.699 2.394 12.495
C: -4.301 1.135 12.742
O: -4.750 0.904 14.005
C: -5.205 -0.424 14.355
C: -4.393 0.204 11.682
C: -4.025 0.589 10.391
C: -1.553 2.581 8.708
C: -0.946 2.584 7.496
C: 0.545 2.638 7.516
N: 1.163 2.769 6.289
O: 1.167 2.494 8.564
H: -3.860 2.542 5.685
H: -4.738 1.953 7.951
H: -2.560 3.583 11.109
H: -3.662 3.119 13.305
H: -5.541 -0.322 15.392
H: -6.048 -0.754 13.719
H: -4.381 -1.160 14.302
H: -4.764 -0.801 11.881
H: -4.205 -0.101 9.562
H: -1.038 2.776 9.654
H: 0.730 3.300 5.543
H: 2.166 2.816 6.341
C: 1.344 2.269 0.350
N: 0.389 1.325 0.899
C: 0.131 1.204 2.228
C: -0.825 0.172 2.436
C: -1.366 -0.199 3.667
C: -2.447 -1.143 3.841
C: -3.654 -1.051 3.099
C: -4.632 -2.038 3.205
C: -4.425 -3.164 4.017
C: -3.268 -3.235 4.803
C: -2.343 -2.193 4.799
C: -1.073 -0.406 1.103
C: -1.770 -1.515 0.651
C: -1.810 -1.781 -0.729
C: -1.165 -0.934 -1.649
C: -0.416 0.168 -1.202
C: -0.351 0.379 0.175
H: 1.361 2.182 -0.738
H: 1.072 3.293 0.637
H: 2.357 2.083 0.734
H: 0.621 1.848 2.956
H: -0.826 0.154 4.556
H: -3.788 -0.203 2.425
H: -5.562 -1.932 2.642
H: -5.151 -3.981 4.013
H: -3.100 -4.111 5.437
H: -1.481 -2.214 5.466
H: -2.272 -2.164 1.362
H: -2.349 -2.655 -1.096
H: -1.255 -1.129 -2.717
H: 0.080 0.866 -1.876

## Properties
- Frontier orbital gap: 4.195 eV
- Total charge: +1
- Energy relative to the best compared isomer or geometry (same formula, charge and spin): 0.000 eV
- Highest occupied orbital energy: -0.3398 Ha
- Maximum force: 2.36 eV/A

In the Löwdin picture, each atom carries the following charge in e:
1. H 0.08
2. C -0.18
3. H 0.10
4. C -0.08
5. C -0.07
6. N -0.05
7. C -0.21
8. C -0.01
9. C 0.01
10. C -0.27
11. O -0.09
12. C -0.06
13. C -0.01
14. C -0.02
15. C 0.03
16. C -0.13
17. C -0.50
18. N 0.15
19. O 0.05
20. H 0.10
21. H 0.13
22. H 0.12
23. H 0.12
24. H 0.09
25. H 0.09
26. H 0.10
27. H 0.10
28. H 0.12
29. H 0.14
30. H 0.08
31. H 0.10
32. C 0.02
33. N -0.05
34. C 0.09
35. C -0.11
36. C 0.10
37. C -0.21
38. C -0.04
39. C -0.06
40. C -0.04
41. C -0.06
42. C 0.00
43. C -0.10
44. C 0.00
45. C -0.04
46. C -0.05
47. C 0.01
48. C -0.15
49. H 0.09
50. H 0.11
51. H 0.11
52. H 0.15
53. H 0.12
54. H 0.13
55. H 0.12
56. H 0.12
57. H 0.12
58. H 0.12
59. H 0.11
60. H 0.12
61. H 0.12
62. H 0.11